A structure of composition C42H40N8OPbS. Source: the OMol25 dataset; level of theory: ωB97M-V/def2-TZVPD.

The geometry in ORCA input format:
```
! RIJCOSX wB97M-V def2-TZVPD def2/J DEFGRID3
* xyz 2 1
Pb -0.519 0.339 -1.168
C -0.991 -1.765 -4.066
N 0.134 -1.146 -3.380
C 0.755 -0.125 -4.219
C -0.295 0.906 -4.573
C -0.391 1.476 -5.838
C -1.455 2.324 -6.114
C -2.403 2.555 -5.129
C -2.209 1.972 -3.887
N -1.175 1.194 -3.616
C 1.051 -2.168 -2.889
C 2.155 -1.629 -2.019
C 3.454 -1.552 -2.493
C 4.460 -1.103 -1.644
C 4.141 -0.830 -0.333
C 2.811 -0.994 0.083
N 1.832 -1.304 -0.762
C -2.292 -1.746 -3.310
C -3.316 -2.544 -3.817
C -4.546 -2.556 -3.190
C -4.718 -1.745 -2.078
C -3.660 -0.959 -1.664
N -2.465 -0.961 -2.252
H -0.750 -2.798 -4.340
H -1.176 -1.243 -5.010
H 1.183 -0.559 -5.134
H 1.569 0.346 -3.659
H 0.352 1.270 -6.593
H -1.539 2.791 -7.084
H -3.268 3.171 -5.310
H -2.902 2.137 -3.076
H 1.511 -2.734 -3.717
H 0.450 -2.854 -2.285
H 3.681 -1.841 -3.504
H 5.474 -1.009 -1.998
H 4.909 -0.561 0.374
H 3.347 -0.253 1.837
H -3.135 -3.147 -4.693
H -5.346 -3.179 -3.560
H -5.652 -1.733 -1.544
H -3.772 -0.290 -0.827
C -4.163 3.689 0.201
N -2.992 3.625 1.030
C -2.942 3.930 2.362
C -1.664 3.794 2.769
N -0.917 3.386 1.681
C -1.756 3.283 0.608
S -1.383 2.949 -1.005
C 0.476 3.215 1.671
C 1.273 3.961 2.539
C 2.647 3.839 2.436
C 3.179 2.981 1.482
C 2.297 2.264 0.692
N 0.978 2.357 0.791
H -5.044 3.414 0.780
H -4.034 3.009 -0.640
H -4.306 4.698 -0.190
H -3.815 4.211 2.912
H -1.257 3.914 3.749
H 0.840 4.640 3.251
H 3.289 4.414 3.083
H 4.244 2.882 1.349
H 2.659 1.576 -0.057
N 2.594 -0.818 1.451
C 1.905 -1.430 2.436
C 0.888 -2.430 2.336
C 0.057 -2.632 3.461
C -0.868 -3.651 3.480
C -0.998 -4.496 2.386
C -0.196 -4.310 1.269
C 0.724 -3.286 1.231
C 2.444 -1.081 3.759
C 2.861 -2.115 4.607
C 3.611 -1.835 5.735
C 3.916 -0.523 6.061
C 3.447 0.514 5.269
C 2.738 0.241 4.114
H 0.147 -1.971 4.311
H -1.487 -3.801 4.351
H -1.708 -5.306 2.406
H -0.285 -4.974 0.424
H 1.366 -3.175 0.375
H 2.635 -3.138 4.348
H 3.972 -2.641 6.356
H 4.519 -0.298 6.926
H 3.652 1.535 5.555
H 2.371 1.058 3.507
C -1.824 0.265 2.072
C -1.704 -0.614 0.836
O -2.101 -1.755 0.849
H -2.116 -0.311 2.951
H -2.585 1.017 1.869
H -0.882 0.773 2.258
*
```

Frontier orbital gap in eV: 4.49
Total energy in hartree: -2728.3327
HOMO energy in eV: -10.769

Here are the Mulliken charges for atoms 1 to 8, given in e: atom 1 (Pb): 1.538, atom 2 (C): -1.921, atom 3 (N): 0.627, atom 4 (C): -0.791, atom 5 (C): -0.004, atom 6 (C): -1.026, atom 7 (C): -0.451, atom 8 (C): -1.089

=====

A structure of composition C42H41CdNO2P2S2. Source: the OMol25 dataset; level of theory: ωB97M-V/def2-TZVPD.

The geometry in ORCA input format:
```
! RIJCOSX wB97M-V def2-TZVPD def2/J DEFGRID3
* xyz 0 1
Cd 1.025 0.159 0.071
C 5.618 1.940 -0.727
C 5.135 1.680 -1.958
C 5.726 0.685 -2.904
C 6.114 -0.686 -2.277
C 5.081 -1.162 -1.287
C 4.933 -0.687 -0.054
C 6.080 -0.065 0.687
C 6.679 1.222 0.055
C 0.102 -1.694 1.077
H 5.238 2.802 -0.178
H 4.465 2.409 -2.426
H 6.613 1.123 -3.383
H 4.978 0.504 -3.683
H 6.167 -1.412 -3.109
H 7.126 -0.641 -1.845
H 4.466 -1.974 -1.689
H 4.005 -0.774 0.514
H 6.891 -0.797 0.887
H 5.662 0.230 1.663
H 7.005 1.879 0.891
H 7.561 1.044 -0.578
H -0.423 -0.767 1.489
H 0.417 -2.176 2.055
H -0.716 -2.270 0.606
P 2.248 1.216 -1.744
P 1.705 -2.443 -0.030
C 2.693 -0.462 -2.106
C 2.234 -1.729 -1.669
C 1.500 2.083 -3.102
C 2.102 2.142 -4.375
C 1.511 2.937 -5.353
C 0.343 3.665 -5.074
C -0.294 3.525 -3.828
C 0.276 2.733 -2.840
C 2.700 2.420 -0.451
C 2.908 2.040 0.912
C 3.362 2.969 1.836
C 3.695 4.268 1.419
C 3.472 4.669 0.090
C 2.923 3.767 -0.816
C 1.097 -4.041 -0.634
C 0.429 -4.105 -1.874
C -0.002 -5.329 -2.385
C 0.206 -6.508 -1.653
C 0.876 -6.449 -0.423
C 1.318 -5.228 0.084
C 2.876 -2.735 1.392
C 2.829 -1.793 2.452
C 3.495 -2.012 3.673
C 4.386 -3.110 3.772
C 4.493 -4.032 2.724
C 3.807 -3.791 1.522
H 3.199 -0.448 -3.076
H 2.198 -2.477 -2.482
H 3.004 1.564 -4.578
H 1.972 2.995 -6.349
H -0.083 4.330 -5.839
H -1.228 4.049 -3.618
H -0.228 2.557 -1.894
H 2.735 1.002 1.274
H 3.471 2.661 2.892
H 4.098 4.977 2.138
H 3.677 5.693 -0.229
H 2.664 4.081 -1.826
H 0.238 -3.183 -2.427
H -0.501 -5.360 -3.356
H -0.149 -7.466 -2.045
H 1.075 -7.372 0.138
H 1.843 -5.191 1.041
H 2.227 -0.871 2.363
H 3.310 -1.347 4.522
H 5.012 -3.164 4.678
H 5.110 -4.964 2.840
H 4.019 -4.431 0.667
O -1.685 3.365 0.639
S -1.821 1.940 0.864
O -1.451 1.364 2.155
N -0.975 1.097 -0.347
C -1.762 0.344 -1.172
S -1.010 -0.642 -2.282
C -3.158 0.476 -0.852
C -4.232 -0.206 -1.422
C -5.515 0.052 -0.921
C -5.695 0.890 0.199
C -4.593 1.500 0.815
C -3.339 1.304 0.267
H -4.018 -0.907 -2.237
H -6.380 -0.417 -1.380
H -6.695 1.077 0.594
H -4.674 2.108 1.706
*
```

Frontier orbital gap (alpha / beta) in eV: 4.54 / 4.54
Total energy in hartree: -3476.7280
HOMO energy (alpha / beta) in eV: -4.936 / -4.935

Here are the Mulliken charges for atoms 1 to 8, given in e: atom 1 (Cd): 1.284, atom 2 (C): -0.350, atom 3 (C): -0.553, atom 4 (C): -0.720, atom 5 (C): -1.420, atom 6 (C): 0.031, atom 7 (C): 0.691, atom 8 (C): -1.365

=====

A structure of composition C42H41Cl2N4O4STeTi. Source: the OMol25 dataset; level of theory: ωB97M-V/def2-TZVPD.

The geometry in ORCA input format:
```
! RIJCOSX wB97M-V def2-TZVPD def2/J DEFGRID3
* xyz 3 1
Ti -0.669 -0.515 -0.768
C -1.683 5.860 2.630
C -1.188 4.531 2.138
C -0.091 3.905 2.685
C 0.461 2.711 2.168
C 1.678 2.360 2.832
N 2.785 1.842 2.390
C 3.168 1.609 1.002
C 3.264 2.928 0.226
C 3.546 2.688 -1.250
N 2.381 2.128 -1.925
C 2.010 2.425 -3.124
C 1.004 1.750 -3.868
C 1.060 1.894 -5.267
C 0.315 1.114 -6.130
C 0.428 1.224 -7.622
C -0.545 0.187 -5.553
C -0.678 0.043 -4.172
C -1.619 -0.910 -3.655
N -1.763 -1.223 -2.417
C -2.908 -2.079 -2.072
C -3.705 -1.455 -0.916
C -3.695 0.071 -0.962
N -2.425 0.621 -0.435
C -2.452 1.842 -0.049
C -1.456 2.565 0.701
C -1.859 3.826 1.147
C -0.230 1.986 1.139
O 0.168 0.821 0.696
C 0.084 0.833 -3.284
O -0.086 0.739 -1.988
H -0.947 6.349 3.264
H -2.599 5.737 3.211
H -1.916 6.522 1.797
H 0.421 4.386 3.512
H 1.725 2.672 3.871
H 3.525 1.731 3.070
H 2.436 0.953 0.546
H 4.133 1.105 1.002
H 4.069 3.539 0.636
H 2.335 3.490 0.331
H 4.383 1.994 -1.367
H 3.819 3.626 -1.732
H 1.913 1.341 -1.477
H 2.568 3.212 -3.625
H 1.752 2.623 -5.676
H 1.102 2.024 -7.920
H -0.548 1.413 -8.069
H 0.802 0.291 -8.046
H -1.131 -0.455 -6.202
H -2.281 -1.364 -4.394
H -2.546 -3.064 -1.779
H -3.553 -2.196 -2.944
H -3.308 -1.778 0.046
H -4.734 -1.805 -0.980
H -4.525 0.452 -0.366
H -3.839 0.427 -1.987
H -3.379 2.400 -0.196
H -2.774 4.247 0.742
Cl 2.667 -1.283 -3.895
C 2.231 -2.732 -3.068
C 2.347 -3.928 -3.757
C 2.098 -5.124 -3.109
C 1.777 -5.132 -1.765
C 1.687 -3.932 -1.085
Cl 1.391 -3.986 0.615
C 1.858 -2.691 -1.715
S 1.771 -1.166 -0.804
H 2.651 -3.917 -4.794
H 2.197 -6.059 -3.643
H 1.618 -6.063 -1.239
Te 0.738 -1.523 2.034
C -0.278 -0.335 3.491
C 0.478 -0.100 4.636
C -0.100 0.528 5.731
C -1.432 0.915 5.677
C -2.179 0.687 4.529
C -1.606 0.061 3.430
C 0.044 -3.206 3.138
C 0.980 -4.051 3.722
C 0.536 -5.146 4.449
C -0.824 -5.395 4.571
C -1.750 -4.543 3.982
C -1.320 -3.437 3.267
H 1.508 -0.446 4.681
H 0.483 0.700 6.627
H -1.893 1.378 6.539
H -3.220 0.982 4.499
H -2.200 -0.113 2.540
H 2.043 -3.863 3.614
H 1.257 -5.806 4.912
H -1.162 -6.259 5.127
H -2.809 -4.739 4.084
H -2.038 -2.766 2.815
O -0.952 -1.481 0.894
O -0.803 -2.224 -0.294
*
```

Frontier orbital gap in eV: 6.87
Total energy in hartree: -4580.2736
HOMO energy in eV: -15.390

Here are the Mulliken charges for atoms 1 to 8, given in e: atom 1 (Ti): -1.425, atom 2 (C): -1.609, atom 3 (C): -0.191, atom 4 (C): -0.453, atom 5 (C): 0.838, atom 6 (C): -1.220, atom 7 (N): 0.126, atom 8 (C): -0.142

=====

A structure of composition C42H41Cl2N4O4STeTi. Source: the OMol25 dataset; level of theory: ωB97M-V/def2-TZVPD.

The geometry in ORCA input format:
```
! RIJCOSX wB97M-V def2-TZVPD def2/J DEFGRID3
* xyz 3 1
Ti -0.235 -0.088 -0.113
C -4.379 4.388 3.460
C -3.513 3.677 2.460
C -2.569 4.328 1.699
C -1.786 3.686 0.708
C -0.880 4.578 0.046
N -0.321 4.569 -1.123
C -0.561 3.708 -2.286
C -2.037 3.705 -2.684
C -2.266 2.891 -3.946
N -1.857 1.507 -3.690
C -1.596 0.617 -4.587
C -1.107 -0.690 -4.294
C -0.942 -1.599 -5.354
C -0.469 -2.884 -5.165
C -0.301 -3.854 -6.300
C -0.170 -3.253 -3.854
C -0.295 -2.380 -2.775
C -0.067 -2.881 -1.441
N -0.097 -2.228 -0.333
C -0.023 -3.066 0.885
C -1.196 -2.790 1.840
C -2.381 -2.126 1.154
N -2.084 -0.703 0.918
C -2.906 0.146 1.407
C -2.792 1.598 1.388
C -3.599 2.296 2.278
C -1.888 2.281 0.540
O -1.182 1.618 -0.342
C -0.752 -1.068 -2.979
O -0.868 -0.222 -1.985
H -4.228 5.465 3.420
H -4.160 4.055 4.475
H -5.433 4.189 3.270
H -2.435 5.395 1.841
H -0.628 5.463 0.623
H 0.299 5.351 -1.299
H -0.189 2.710 -2.065
H 0.043 4.122 -3.093
H -2.380 4.725 -2.860
H -2.646 3.294 -1.877
H -1.678 3.282 -4.778
H -3.318 2.923 -4.232
H -1.682 1.221 -2.722
H -1.755 0.894 -5.626
H -1.207 -1.272 -6.354
H -0.557 -3.398 -7.254
H -0.939 -4.727 -6.162
H 0.729 -4.207 -6.360
H 0.174 -4.265 -3.661
H 0.103 -3.958 -1.387
H 0.928 -2.891 1.384
H -0.037 -4.113 0.580
H -0.874 -2.157 2.667
H -1.524 -3.736 2.270
H -3.276 -2.219 1.771
H -2.596 -2.602 0.195
H -3.777 -0.232 1.946
H -4.305 1.734 2.883
Cl 1.642 1.305 -3.917
C 2.288 -0.257 -3.523
C 2.683 -1.071 -4.572
C 3.235 -2.313 -4.306
C 3.394 -2.735 -2.996
C 2.993 -1.905 -1.964
Cl 3.221 -2.495 -0.339
C 2.422 -0.648 -2.187
S 1.975 0.427 -0.859
H 2.577 -0.717 -5.588
H 3.566 -2.943 -5.121
H 3.843 -3.693 -2.770
Te 2.765 -0.314 2.270
C 2.624 -2.076 3.343
C 1.685 -2.259 4.358
C 1.666 -3.466 5.035
C 2.583 -4.463 4.713
C 3.526 -4.265 3.715
C 3.551 -3.066 3.018
C 2.443 1.121 3.726
C 1.262 1.240 4.451
C 1.206 2.174 5.471
C 2.316 2.965 5.759
C 3.482 2.846 5.020
C 3.552 1.922 3.986
H 0.992 -1.475 4.630
H 0.949 -3.625 5.829
H 2.569 -5.397 5.258
H 4.245 -5.038 3.482
H 4.294 -2.906 2.244
H 0.394 0.641 4.211
H 0.299 2.283 6.050
H 2.266 3.683 6.567
H 4.337 3.469 5.243
H 4.462 1.833 3.402
O 0.346 0.859 1.433
O 0.816 -0.447 1.804
*
```

Frontier orbital gap in eV: 6.86
Total energy in hartree: -4580.3325
HOMO energy in eV: -15.298

Here are the Mulliken charges for atoms 1 to 8, given in e: atom 1 (Ti): -0.716, atom 2 (C): -1.632, atom 3 (C): -0.341, atom 4 (C): -0.679, atom 5 (C): 1.387, atom 6 (C): -0.681, atom 7 (N): 0.050, atom 8 (C): 0.032

=====

A structure of composition C42H42AsF6N3O7S2Ti. Source: the OMol25 dataset; level of theory: ωB97M-V/def2-TZVPD.

The geometry in ORCA input format:
```
! RIJCOSX wB97M-V def2-TZVPD def2/J DEFGRID3
* xyz 1 2
Ti -0.194 -0.060 -0.042
C -5.707 -0.888 3.281
C -4.781 -0.349 2.216
C -5.413 0.703 1.330
O -3.614 0.155 2.861
C -2.518 -0.201 2.050
C -2.938 -1.625 1.675
O -4.307 -1.421 1.373
C -2.187 -2.322 0.518
O -1.311 -1.466 -0.126
C -1.470 -3.616 0.938
C -0.267 -3.953 0.294
C 0.408 -5.103 0.652
C -0.126 -5.958 1.612
C -1.342 -5.657 2.218
C -2.016 -4.503 1.883
C -3.033 -3.059 -0.500
C -2.573 -3.090 -1.845
C -3.318 -3.716 -2.807
C -4.493 -4.388 -2.447
C -4.921 -4.434 -1.109
C -4.200 -3.798 -0.138
C -1.172 -0.013 2.784
O -0.181 -0.015 1.745
C -0.903 -1.168 3.733
C -1.699 -1.309 4.869
C -1.503 -2.376 5.730
C -0.498 -3.304 5.478
C 0.302 -3.159 4.358
C 0.096 -2.098 3.482
C -1.060 1.342 3.471
C -1.787 2.443 3.033
C -1.584 3.689 3.607
C -0.645 3.851 4.612
C 0.095 2.759 5.043
C -0.113 1.512 4.477
H -5.988 -0.087 3.964
H -5.203 -1.671 3.848
H -6.608 -1.293 2.823
H -5.782 1.526 1.940
H -6.245 0.270 0.776
H -4.685 1.084 0.613
H -2.503 0.427 1.149
H -2.838 -2.227 2.580
H 0.144 -3.290 -0.455
H 1.351 -5.341 0.179
H 0.401 -6.863 1.882
H -1.756 -6.322 2.963
H -2.954 -4.287 2.374
H -1.671 -2.561 -2.111
H -2.999 -3.681 -3.839
H -5.074 -4.891 -3.208
H -5.824 -4.968 -0.851
H -4.530 -3.819 0.886
H -2.466 -0.573 5.076
H -2.124 -2.475 6.611
H -0.334 -4.126 6.163
H 1.094 -3.870 4.158
H 0.723 -1.994 2.606
H -2.514 2.346 2.239
H -2.156 4.538 3.257
H -0.486 4.824 5.056
H 0.832 2.876 5.827
H 0.460 0.662 4.830
C 3.364 -4.617 -2.367
C 3.491 -3.113 -2.612
C 3.011 -2.307 -1.449
N 1.800 -1.925 -1.294
N 1.610 -1.194 -0.148
C 2.699 -1.048 0.584
N 2.743 -0.408 1.755
S 4.063 -1.823 -0.135
H 3.741 -5.171 -3.225
H 2.318 -4.889 -2.224
H 3.930 -4.928 -1.488
H 2.891 -2.817 -3.473
H 4.527 -2.850 -2.829
H 1.936 0.142 2.022
H 3.632 -0.154 2.151
F -0.119 0.006 -2.129
As -1.276 0.131 -3.594
F -1.473 1.785 -3.193
F -2.532 -0.262 -2.472
F -2.340 0.200 -4.925
F -0.982 -1.564 -3.799
F 0.129 0.480 -4.519
C 0.859 5.503 -5.386
C 0.776 4.782 -4.072
C 0.076 5.343 -3.003
C -0.042 4.675 -1.800
C 0.548 3.423 -1.672
C 1.258 2.845 -2.712
C 1.372 3.535 -3.905
S 0.355 2.575 -0.164
O -0.944 1.766 -0.217
O 0.399 3.491 0.920
O 1.337 1.448 -0.140
H 0.989 6.575 -5.241
H -0.062 5.356 -5.954
H 1.685 5.131 -5.991
H -0.378 6.320 -3.117
H -0.570 5.116 -0.966
H 1.708 1.870 -2.595
H 1.917 3.088 -4.726
*
```

Frontier orbital gap (alpha / beta) in eV: 8.05 / 4.71
Total energy in hartree: -6797.4890
HOMO energy (alpha / beta) in eV: -11.163 / -11.162

Here are the Mulliken charges for atoms 1 to 8, given in e: atom 1 (Ti): -0.177, atom 2 (C): -1.682, atom 3 (C): 1.040, atom 4 (C): -1.594, atom 5 (O): -0.470, atom 6 (C): -1.651, atom 7 (C): 0.313, atom 8 (O): -0.423

=====

Ordered energy relative to the best compared isomer or geometry (same formula, charge and spin) results: 0.0; 41.2; 37.0; 0.0; 0.0; unit kcal per mole.